{"formula": "C16H42F6NO11S2", "method": "the ωB97M-V functional and the def2-TZVPD basis", "elements": ["C", "F", "F", "F", "S", "O", "O", "N", "S", "O", "O", "C", "F", "F", "F", "C", "C", "O", "H", "H", "H", "H", "H", "H", "C", "C", "O", "H", "H", "H", "H", "H", "H", "C", "C", "O", "H", "H", "H", "H", "H", "H", "C", "C", "O", "H", "H", "H", "H", "H", "H", "C", "C", "O", "H", "H", "H", "H", "H", "H", "C", "C", "O", "H", "H", "H", "H", "H", "H", "C", "C", "O", "H", "H", "H", "H", "H", "H"], "positions_angstrom": [[-16.08, -8.85, -9.60], [-14.72, -8.80, -9.67], [-16.43, -10.01, -9.16], [-16.43, -7.90, -8.78], [-16.84, -8.65, -11.45], [-17.90, -9.63, -11.60], [-17.35, -7.29, -11.41], [-15.62, -8.74, -12.65], [-15.47, -10.27, -12.74], [-15.44, -11.06, -11.44], [-16.23, -10.86, -13.87], [-13.68, -10.48, -13.42], [-13.65, -10.06, -14.76], [-12.85, -9.77, -12.65], [-13.34, -11.76, -13.38], [-12.72, -5.02, -5.80], [-13.29, -5.72, -4.51], [-13.75, -4.81, -3.58], [-11.81, -4.52, -5.47], [-13.39, -4.28, -6.23], [-12.47, -5.84, -6.48], [-12.49, -6.34, -4.10], [-14.13, -6.30, -4.90], [-14.30, -5.28, -2.95], [-12.04, -3.33, -11.06], [-12.32, -4.70, -11.68], [-13.35, -4.78, -12.65], [-12.96, -2.86, -10.73], [-11.61, -2.65, -11.79], [-11.38, -3.38, -10.19], [-12.49, -5.39, -10.86], [-11.42, -5.15, -12.09], [-13.64, -5.69, -12.74], [-18.35, -7.73, -2.48], [-17.84, -8.27, -1.12], [-16.41, -8.10, -1.05], [-18.02, -8.35, -3.31], [-18.03, -6.71, -2.73], [-19.44, -7.71, -2.46], [-18.09, -9.33, -1.00], [-18.40, -7.78, -0.33], [-16.13, -8.28, -0.15], [-16.03, -16.22, -16.25], [-17.14, -15.55, -17.19], [-18.43, -16.12, -16.98], [-16.37, -16.31, -15.22], [-15.08, -15.69, -16.34], [-15.83, -17.27, -16.47], [-16.86, -15.84, -18.20], [-17.04, -14.46, -17.20], [-19.14, -15.58, -17.33], [-18.54, -6.39, -18.10], [-17.88, -7.34, -17.17], [-16.87, -6.64, -16.54], [-18.98, -5.49, -17.67], [-19.28, -6.86, -18.76], [-17.80, -5.90, -18.72], [-17.45, -8.08, -17.85], [-18.55, -7.89, -16.50], [-16.64, -7.07, -15.71], [-12.20, -11.34, -5.98], [-11.02, -10.61, -6.53], [-9.94, -11.52, -6.64], [-11.89, -12.11, -5.28], [-12.84, -11.87, -6.68], [-12.87, -10.63, -5.48], [-10.60, -9.87, -5.85], [-11.29, -10.07, -7.44], [-9.17, -10.95, -6.58], [-20.82, -3.48, -13.78], [-19.54, -2.67, -13.59], [-18.47, -3.59, -13.76], [-20.78, -4.03, -14.72], [-21.76, -2.94, -13.75], [-20.91, -4.26, -13.02], [-19.56, -2.25, -12.59], [-19.49, -1.78, -14.23], [-18.66, -4.29, -13.13]], "mulliken_charge": [0.66, -0.26, -0.20, -0.21, 1.09, -0.63, -0.72, -0.33, 0.99, -0.64, -0.66, 0.57, -0.24, -0.21, -0.21, -1.05, -0.15, -0.53, 0.29, 0.32, 0.31, 0.24, 0.26, 0.30, -1.06, -0.13, -0.51, 0.30, 0.28, 0.33, 0.22, 0.27, 0.30, -1.01, -0.19, -0.51, 0.27, 0.29, 0.33, 0.27, 0.28, 0.28, -1.00, -0.22, -0.52, 0.29, 0.31, 0.30, 0.21, 0.33, 0.29, -1.16, -0.05, -0.51, 0.27, 0.34, 0.29, 0.19, 0.32, 0.29, -1.03, -0.09, -0.53, 0.33, 0.27, 0.29, 0.21, 0.25, 0.30, -1.01, -0.20, -0.44, 0.22, 0.34, 0.32, 0.22, 0.31, 0.25], "charge": -1}

{"formula": "C16H42N4O14", "method": "the ωB97M-V functional and the def2-TZVPD basis", "elements": ["C", "N", "O", "O", "H", "H", "H", "C", "N", "O", "O", "H", "H", "H", "C", "N", "O", "O", "H", "H", "H", "C", "N", "O", "O", "H", "H", "H", "C", "O", "C", "C", "O", "C", "H", "H", "H", "H", "H", "H", "H", "H", "H", "H", "C", "O", "C", "C", "O", "C", "H", "H", "H", "H", "H", "H", "H", "H", "H", "H", "C", "O", "C", "C", "O", "C", "H", "H", "H", "H", "H", "H", "H", "H", "H", "H"], "positions_angstrom": [[8.25, 2.27, -4.24], [7.59, 2.09, -2.90], [7.24, 0.92, -2.63], [7.42, 3.17, -2.19], [7.53, 2.01, -5.01], [9.21, 1.76, -4.35], [8.35, 3.35, -4.32], [4.86, 7.08, 2.36], [3.63, 6.29, 1.95], [3.31, 5.27, 2.54], [2.88, 6.77, 1.14], [4.46, 8.01, 2.78], [5.45, 7.24, 1.46], [5.41, 6.50, 3.09], [0.24, -0.06, -0.09], [-0.20, -0.81, -1.31], [-1.10, -0.36, -2.01], [0.23, -1.90, -1.44], [1.32, 0.07, -0.16], [-0.08, -0.73, 0.71], [-0.28, 0.89, -0.03], [-3.66, -5.15, -5.53], [-3.81, -6.51, -4.80], [-3.53, -7.52, -5.48], [-4.08, -6.44, -3.60], [-2.58, -5.10, -5.72], [-4.04, -4.31, -4.95], [-4.22, -5.22, -6.46], [-6.13, -0.82, 3.17], [-5.04, -0.24, 3.91], [-5.39, 0.67, 4.90], [-5.89, 2.05, 4.44], [-7.09, 2.54, 5.08], [-6.84, 3.36, 6.13], [-5.59, -1.23, 2.32], [-6.93, -0.15, 2.85], [-6.61, -1.71, 3.58], [-4.43, 0.78, 5.39], [-5.96, 0.31, 5.76], [-6.02, 2.07, 3.35], [-5.07, 2.72, 4.68], [-6.52, 2.89, 7.07], [-7.73, 3.91, 6.43], [-6.08, 4.05, 5.76], [1.02, -6.03, 6.91], [0.50, -7.01, 6.06], [0.09, -6.61, 4.72], [-0.84, -7.71, 4.22], [-0.13, -8.98, 3.87], [-1.05, -10.06, 3.71], [0.58, -5.05, 6.77], [2.10, -5.90, 6.82], [1.03, -6.54, 7.87], [1.00, -6.54, 4.12], [-0.55, -5.73, 4.72], [-1.51, -7.34, 3.45], [-1.62, -7.87, 4.97], [-1.45, -10.27, 4.70], [-0.50, -10.93, 3.34], [-1.94, -9.84, 3.12], [2.66, 8.05, -6.04], [2.41, 6.88, -6.85], [2.60, 5.78, -5.99], [2.48, 4.55, -6.95], [2.55, 3.30, -6.07], [2.44, 2.04, -6.74], [2.57, 8.80, -6.83], [3.71, 8.15, -5.77], [1.88, 8.31, -5.32], [1.90, 5.64, -5.16], [3.55, 5.70, -5.46], [3.18, 4.56, -7.78], [1.47, 4.58, -7.38], [2.99, 1.37, -6.08], [2.97, 2.22, -7.68], [1.41, 1.70, -6.85]], "mulliken_charge": [-0.68, 0.74, -0.46, -0.47, 0.28, 0.27, 0.31, -0.62, 0.81, -0.51, -0.50, 0.27, 0.27, 0.29, -0.64, 0.84, -0.53, -0.50, 0.27, 0.28, 0.29, -0.62, 0.76, -0.48, -0.48, 0.27, 0.29, 0.27, -0.72, -0.33, -0.56, -0.40, -0.36, -0.69, 0.25, 0.31, 0.28, 0.31, 0.35, 0.41, 0.31, 0.26, 0.24, 0.34, -0.72, -0.28, -0.43, -0.62, -0.33, -0.72, 0.28, 0.28, 0.25, 0.30, 0.35, 0.45, 0.35, 0.31, 0.24, 0.30, -0.80, -0.31, -0.39, -0.43, -0.33, -0.63, 0.29, 0.33, 0.30, 0.30, 0.30, 0.33, 0.30, 0.21, 0.30, 0.23], "relative_energy_kcal_mol": 0.0, "charge": 0}

{"formula": "C16H43F3O9S", "method": "the ωB97M-V functional and the def2-TZVPD basis", "elements": ["O", "H", "H", "H", "C", "F", "F", "F", "S", "O", "O", "O", "C", "C", "C", "O", "H", "H", "H", "H", "H", "H", "H", "H", "C", "C", "C", "O", "H", "H", "H", "H", "H", "H", "H", "H", "C", "C", "C", "O", "H", "H", "H", "H", "H", "H", "H", "H", "C", "C", "C", "O", "H", "H", "H", "H", "H", "H", "H", "H", "C", "C", "C", "O", "H", "H", "H", "H", "H", "H", "H", "H"], "positions_angstrom": [[-0.42, -0.85, -0.41], [0.32, -1.26, 0.04], [-0.17, -0.02, -0.82], [-1.16, -0.84, 0.20], [-3.15, -2.38, 3.72], [-1.88, -2.70, 4.07], [-3.73, -3.40, 3.07], [-3.89, -2.19, 4.85], [-3.06, -0.84, 2.59], [-4.45, -0.45, 2.21], [-2.40, 0.16, 3.40], [-2.27, -1.17, 1.40], [-1.91, 3.48, 3.11], [-1.53, 3.12, 1.72], [-0.47, 4.02, 1.10], [-1.02, 1.80, 1.63], [-2.19, 4.53, 3.25], [-1.03, 3.36, 3.73], [-2.68, 2.80, 3.50], [-2.47, 3.21, 1.16], [-0.83, 5.04, 0.94], [-0.18, 3.58, 0.15], [0.39, 4.06, 1.77], [-1.58, 1.24, 2.16], [0.94, -1.49, 3.00], [1.48, -2.42, 1.96], [0.57, -3.66, 1.73], [1.68, -1.79, 0.74], [-0.07, -1.18, 2.76], [1.55, -0.58, 3.03], [0.86, -1.93, 3.99], [2.42, -2.82, 2.34], [0.56, -4.31, 2.60], [0.89, -4.23, 0.86], [-0.43, -3.27, 1.53], [2.31, -2.26, 0.18], [-1.47, -4.37, -2.80], [-0.01, -3.99, -2.98], [0.25, -3.17, -4.23], [0.51, -3.37, -1.82], [-1.76, -5.19, -3.46], [-2.11, -3.52, -3.01], [-1.65, -4.76, -1.80], [0.62, -4.88, -3.05], [1.29, -2.84, -4.34], [-0.35, -2.27, -4.31], [0.07, -3.81, -5.09], [1.47, -3.46, -1.83], [3.89, 3.56, 0.59], [3.54, 2.32, -0.32], [2.74, 1.23, 0.36], [2.71, 2.98, -1.30], [4.35, 4.35, -0.01], [4.60, 3.17, 1.32], [3.04, 3.91, 1.18], [4.34, 1.80, -0.83], [1.98, 1.70, 0.99], [3.34, 0.63, 1.06], [2.21, 0.54, -0.29], [3.21, 3.67, -1.73], [0.11, 2.18, -3.96], [-0.61, 2.04, -2.58], [-1.92, 1.31, -2.66], [0.30, 1.33, -1.74], [0.27, 1.17, -4.34], [1.06, 2.69, -3.83], [-0.52, 2.66, -4.71], [-0.81, 3.02, -2.14], [-2.69, 1.70, -3.33], [-2.32, 1.12, -1.66], [-1.74, 0.29, -2.98], [1.09, 1.86, -1.60]], "mulliken_charge": [0.43, 0.19, 0.49, 0.59, 0.54, -0.19, -0.22, -0.22, 1.08, -0.67, -0.80, -0.95, -1.58, 0.71, -1.13, 0.03, 0.39, 0.31, 0.37, 0.19, 0.49, 0.06, 0.26, 0.01, -0.96, 0.25, -0.96, -0.51, 0.02, 0.26, 0.45, 0.34, 0.46, 0.25, 0.10, 0.24, -1.38, 0.47, -1.26, -0.34, 0.41, 0.30, 0.34, 0.27, 0.38, 0.18, 0.40, 0.22, -1.24, 0.54, -0.93, -0.53, 0.47, 0.36, 0.19, 0.28, 0.08, 0.44, -0.04, 0.28, -1.29, 0.87, -1.40, -0.35, 0.26, 0.29, 0.41, 0.23, 0.44, 0.29, 0.15, -0.11], "relative_energy_kcal_mol": 26.7, "charge": 0}

Number 1: LUMO level 1.9 eV, Kohn-Sham gap 8.781 eV. Number 2: LUMO level -0.5 eV, Kohn-Sham gap 8.978 eV. Number 3: LUMO level -0.2 eV, Kohn-Sham gap 9.123 eV.